{"formula": "C15H52N4O11", "method": "wB97M-V/def2-TZVPD", "symbols": ["H", "H", "H", "H", "N", "H", "H", "H", "H", "H", "H", "O", "H", "H", "N", "H", "H", "C", "H", "H", "H", "H", "C", "C", "H", "H", "H", "H", "H", "C", "H", "H", "H", "H", "O", "O", "C", "O", "H", "O", "H", "H", "N", "H", "C", "C", "H", "H", "C", "H", "H", "O", "C", "H", "H", "H", "C", "C", "H", "H", "H", "O", "O", "C", "H", "H", "H", "H", "H", "H", "H", "C", "N", "O", "H", "H", "H", "O", "O", "C", "C", "H"], "positions_angstrom": [[-12.229603, -15.311004, -3.123080], [-13.033456, -18.098283, 3.691911], [-14.568234, -12.161427, -0.904299], [-20.083239, -17.196679, 1.586175], [-15.697992, -16.785650, 2.065615], [-16.114582, -12.848397, 6.958998], [-17.403270, -15.005248, -0.408741], [-12.465672, -14.886934, -1.470915], [-10.873453, -15.057101, -2.115105], [-18.564277, -16.405450, 1.181951], [-11.430582, -17.498465, -2.385011], [-15.521240, -13.725435, 3.923882], [-19.542619, -15.326347, 3.286294], [-18.633485, -18.025054, 2.034261], [-11.612161, -15.319916, 3.831359], [-18.842945, -13.225916, -0.280511], [-13.110111, -19.744453, 3.131703], [-16.675389, -17.813208, 6.139077], [-15.556298, -11.664346, 5.757269], [-17.011719, -18.908067, -1.573169], [-14.803280, -16.246311, 4.131953], [-15.364455, -18.442214, 2.027528], [-19.037705, -17.005337, 1.960768], [-11.533183, -15.688375, 5.063429], [-17.373874, -18.008561, 5.402303], [-13.221161, -15.716737, 3.581383], [-10.609095, -17.174379, 6.119421], [-15.489102, -18.704597, -0.679964], [-11.928016, -17.072568, -0.625934], [-13.883991, -12.038904, -0.033577], [-13.867544, -16.985560, -1.374152], [-16.841290, -19.313093, 3.481064], [-15.198477, -12.639066, 1.490648], [-16.492892, -13.439667, -0.212871], [-15.519824, -17.273108, 5.549862], [-12.028331, -14.887519, 6.026820], [-16.066454, -12.587177, 5.920421], [-17.711954, -15.985438, 3.697985], [-11.915856, -14.299765, 3.792642], [-15.441547, -19.402927, 1.981447], [-16.389566, -18.621526, 6.709749], [-14.332091, -13.813243, 5.475844], [-11.020348, -16.866414, 5.207199], [-14.866606, -17.154368, 6.175635], [-16.482817, -18.227918, -0.866784], [-14.417895, -16.387711, 2.168699], [-13.521896, -12.935727, 2.031166], [-17.113874, -12.436084, 5.646244], [-11.855828, -15.452596, -2.071706], [-15.084374, -14.497891, 3.511678], [-14.160351, -13.907966, 0.707861], [-18.401052, -13.633839, 0.498984], [-19.043357, -16.284222, 3.295751], [-15.118149, -19.376437, 4.060728], [-19.541759, -16.938260, 4.015535], [-17.142225, -18.257710, -0.010832], [-12.412752, -18.949026, 3.373435], [-15.855915, -19.729326, 3.267337], [-16.946853, -16.644716, -1.849658], [-13.680248, -10.119639, -0.190689], [-15.871942, -14.745438, 5.656011], [-13.327168, -17.289369, -2.064751], [-13.465108, -16.611338, 1.267079], [-17.128639, -14.170997, 0.221068], [-17.130956, -17.043379, 6.819709], [-17.694620, -15.553914, 4.549135], [-10.790285, -17.514622, 4.473001], [-16.062139, -17.052933, 1.126829], [-11.731594, -19.278211, 4.168071], [-16.606794, -14.521656, 1.115638], [-12.883971, -12.143828, -0.409404], [-15.358882, -13.817739, 5.294191], [-14.231213, -15.905735, 3.356177], [-14.001881, -10.748542, 0.477605], [-11.975389, -17.718783, 1.931157], [-16.512934, -16.513178, 2.707833], [-11.123190, -15.654833, 2.989106], [-16.218795, -16.966221, -1.324021], [-11.756964, -18.593421, 2.152715], [-11.999351, -16.868351, -1.679583], [-14.189967, -12.949017, 1.179247], [-15.858767, -20.744084, 3.416424]], "atomic_forces_ev_per_a": [[0.163, -0.357, 0.881], [0.268, -0.332, 0.357], [0.092, -0.439, 0.662], [0.797, 0.469, 0.586], [-2.749, -0.383, -2.511], [0.166, 0.459, 0.987], [1.215, -0.451, -0.485], [-1.350, 1.750, 1.568], [1.187, 0.266, 0.468], [0.228, -0.155, 0.076], [0.623, 0.079, 1.050], [-0.583, 0.275, -1.666], [-0.624, 0.112, -0.423], [0.390, 0.425, 0.034], [-0.709, 4.867, -4.660], [0.990, -0.605, 0.752], [0.012, -0.310, 0.175], [0.344, 3.136, 1.432], [0.554, 0.513, -0.068], [0.427, 0.553, -0.121], [-0.037, -0.063, -0.330], [0.117, -0.048, -0.364], [-1.214, -0.243, -0.526], [-1.967, 3.821, 6.021], [-1.181, -0.729, -1.517], [-1.542, -0.260, -0.219], [-1.101, 0.754, -1.161], [-0.955, 0.226, 0.303], [0.811, -0.142, 0.345], [-0.012, -0.091, 0.932], [-1.677, 0.581, 1.384], [-0.176, 0.014, 0.242], [0.394, -0.544, 0.222], [0.646, 0.436, -0.837], [-1.474, -0.035, -2.752], [2.224, -3.679, -3.815], [-0.073, -1.548, 0.227], [0.192, -0.741, -0.227], [0.595, -1.846, -0.281], [0.229, -0.747, -0.184], [0.110, -2.153, 1.186], [1.740, -0.221, 1.187], [2.443, -3.925, 3.485], [2.114, 0.406, 2.197], [0.417, -2.816, -0.330], [1.906, -2.362, -4.366], [0.341, 0.477, -0.156], [0.154, -0.381, -0.539], [0.157, -0.164, -2.634], [-0.160, 0.741, 0.140], [-0.399, -1.242, 0.339], [-1.443, 1.251, 0.724], [-0.274, -0.152, 0.068], [-0.904, 0.030, -0.773], [0.055, 0.061, 0.259], [0.048, 0.094, 0.758], [-0.728, 0.399, -1.037], [0.983, 2.182, 1.272], [-0.207, 0.189, -0.222], [-0.244, -0.209, 0.445], [0.570, 0.434, 0.223], [1.040, -0.474, -0.874], [-3.602, 1.408, 3.110], [-1.042, -0.647, -0.253], [0.196, -0.612, -0.355], [0.033, 0.335, 0.237], [-0.099, 0.501, -0.465], [0.818, 0.538, 0.892], [0.005, 0.101, -0.246], [-0.644, 0.107, 0.112], [0.725, -0.584, -0.256], [-2.888, 0.889, -0.146], [3.169, 1.139, 3.148], [0.034, 2.006, -0.277], [-1.035, 1.850, -0.725], [1.871, 0.022, -0.526], [-0.182, -0.074, 1.093], [0.275, 1.523, -0.512], [1.430, -2.155, 1.333], [-0.967, -1.532, -2.117], [-0.723, 0.692, -1.893], [-0.337, -2.662, -0.062]], "mulliken_charge": [0.32, 0.06, 0.26, 0.44, 2.32, 0.44, 0.29, -0.03, 0.40, -0.08, 0.27, -0.45, 0.38, 0.18, -0.48, 0.31, 0.29, -0.87, 0.39, 0.44, -0.08, 0.07, -0.72, 0.48, 0.24, -0.64, 0.25, 0.16, -0.25, -0.62, 0.18, 0.07, 0.21, 0.31, -0.23, -0.73, -1.69, -0.55, 0.27, -0.60, 0.35, 0.25, -0.25, 0.14, -0.48, -0.54, 0.47, 0.32, -0.76, 0.23, 0.21, -0.57, -0.37, -0.05, 0.34, 0.04, -0.52, -0.48, 0.26, 0.31, -0.23, -0.59, -0.76, -0.18, 0.28, 0.12, 0.25, -0.26, 0.42, -0.11, 0.43, 0.56, 1.99, -0.53, 0.26, -0.91, 0.21, -0.51, -0.55, 0.35, -0.72, 0.56], "multiplicity": 1, "gap_ev": 9.79, "energy_ev": -44876.575, "largest_force_ev_per_a": 7.4}